[1]
ORCA calculation (ωB97M-V/def2-TZVPD) on 14 unconnected molecules or ions with the total composition C36H104N4O14 at a distorted geometry.

```
158
Properties=species:S:1:pos:R:3:forces:R:3:lowdin_charge:R:1
C 4.5653 3.0967 -4.1803 -1.5 -0.1 0.3 -0.032
C 3.5475 3.1615 -3.0493 1.3 -1.7 1.0 -0.509
C 3.1814 4.5244 -2.5208 -0.8 -0.5 -0.9 -0.030
O 2.4130 2.4691 -3.5561 0.4 0.9 -1.3 -0.084
H 5.0001 2.0868 -4.1067 0.0 0.6 -0.8 0.085
H 5.2701 3.8877 -4.1041 1.0 0.4 0.2 0.063
H 3.9382 3.3192 -5.0587 0.7 -0.6 -0.2 0.092
H 3.9476 2.4980 -2.2427 -0.1 0.7 -0.1 0.139
H 4.0072 5.1987 -2.2691 -0.3 -0.2 -0.3 0.093
H 2.5326 4.3566 -1.6808 -0.1 0.2 0.7 0.038
H 2.4952 4.8425 -3.3138 0.3 1.0 0.1 0.094
H 1.9195 2.0805 -2.8550 -0.8 -0.7 1.2 0.029
C -1.0797 -3.8952 -0.3509 0.7 -0.2 0.3 -0.045
C -2.5552 -4.0114 -0.6839 1.0 -0.3 -1.6 -0.507
C -3.1981 -5.0976 0.1192 0.1 0.3 0.2 -0.038
O -3.1601 -2.7462 -0.5196 -0.5 0.5 0.6 -0.078
H -0.5776 -3.1469 -0.9688 -0.1 0.1 0.1 0.064
H -0.4910 -4.8267 -0.4571 -0.5 0.2 0.0 0.077
H -1.0023 -3.5917 0.6988 0.2 0.1 -0.1 0.068
H -2.6304 -4.2181 -1.7823 -0.1 0.0 0.7 0.153
H -2.7122 -6.0497 -0.1310 -0.3 0.1 0.4 0.092
H -4.2480 -5.1155 -0.0878 -0.7 -0.3 -0.3 0.078
H -3.1234 -4.8003 1.1708 0.3 -0.5 0.1 0.076
H -3.2755 -2.5824 0.4461 0.2 -0.1 -0.4 0.070
C -3.3431 -1.7084 4.6893 0.1 -0.2 2.1 -0.061
C -2.6127 -2.1588 3.5040 0.4 -0.8 -1.3 -0.505
C -1.9125 -3.4756 3.7677 2.6 0.9 -2.4 -0.038
O -3.5111 -2.2484 2.3726 -0.2 0.9 0.0 -0.076
H -3.8621 -0.7864 4.5152 -0.2 0.7 0.0 0.065
H -2.5833 -1.5934 5.5116 -0.9 0.1 -0.5 0.102
H -4.0875 -2.4586 5.0033 0.3 0.2 -0.1 0.100
H -1.8042 -1.4629 3.2405 -0.2 0.1 0.0 0.123
H -1.3582 -3.7958 2.7962 -0.9 0.4 1.7 0.097
H -2.4248 -4.3102 4.1427 -1.3 -0.9 0.5 0.060
H -1.1295 -3.2046 4.4862 0.1 -0.3 -0.1 0.080
H -3.8584 -1.3243 2.2831 0.3 -1.0 0.1 0.069
C 3.4011 -4.2344 0.6160 -0.6 1.2 -0.3 -0.048
C 4.4165 -3.0661 0.8098 0.4 -0.3 -0.5 -0.452
C 5.3215 -3.0333 -0.4118 1.5 -0.5 1.0 -0.065
O 3.8824 -1.7447 0.9121 -0.5 -0.2 1.1 -0.083
H 2.7482 -4.3430 1.4888 0.2 -0.2 -0.2 0.071
H 3.9178 -5.1510 0.3489 0.2 -0.2 0.5 0.066
H 2.7517 -4.0618 -0.2785 0.4 0.3 0.6 0.078
H 5.0198 -3.1729 1.7599 -0.7 -0.3 -1.0 0.147
H 4.7951 -2.7250 -1.2765 -0.7 0.8 -0.7 0.039
H 5.6788 -4.0128 -0.7126 0.4 -0.3 0.4 0.076
H 6.1811 -2.3793 -0.1788 -0.3 -0.2 -0.5 0.094
H 3.6486 -1.4108 0.0442 -0.1 -0.2 -0.5 0.044
C 0.6747 2.5226 0.1700 -0.6 1.2 0.8 -0.047
C 1.2983 1.2058 -0.1755 0.4 -0.3 1.4 -0.470
C 0.7432 0.1141 0.7641 0.2 0.1 0.4 -0.016
O 1.1594 0.9306 -1.5558 -0.3 -0.6 -0.6 -0.072
H -0.3803 2.3765 -0.1325 0.2 0.6 0.3 0.084
H 1.0788 3.4705 -0.3629 -0.5 -1.8 0.9 0.094
H 0.7112 2.6456 1.3150 0.0 0.0 -1.9 0.093
H 2.3615 1.2559 0.0105 0.6 0.0 -0.1 0.133
H 1.2021 -0.8716 0.6683 0.3 0.1 -0.2 0.080
H -0.3109 -0.0513 0.6642 -0.9 0.1 -0.6 0.068
H 0.8077 0.3967 1.8289 0.5 0.0 -0.5 0.068
H 0.2814 0.5407 -1.7092 0.0 -0.1 0.0 0.090
C 0.1581 1.0908 -5.1253 1.2 -0.1 -1.1 -0.110
O 0.2931 2.5378 -5.3550 -3.0 -2.4 -0.3 -0.118
H 0.0323 0.7487 -4.0917 0.0 0.6 0.1 0.053
H -0.6926 0.7061 -5.6929 -0.1 0.5 0.1 0.077
H 1.0378 0.5054 -5.5273 -0.6 0.9 0.4 0.095
H 1.1393 2.8098 -5.1054 2.4 0.4 1.0 0.009
C 3.4296 -0.9392 -3.1926 0.1 0.9 0.7 -0.102
O 2.8407 -1.4212 -1.9629 0.6 -0.4 -1.0 -0.143
H 4.3532 -1.5044 -3.2863 0.4 0.4 0.0 0.070
H 2.8747 -1.1766 -4.1070 -0.5 0.1 0.3 0.067
H 3.5637 0.1988 -3.1331 0.1 -1.7 -0.2 0.090
H 2.2860 -0.7205 -1.6471 -0.9 0.7 0.2 0.014
C -2.5762 -0.3453 -2.9832 0.7 0.8 -1.7 -0.165
O -1.5846 -0.9127 -2.1439 -0.4 -0.6 0.6 -0.159
H -2.3441 -0.6459 -4.0650 -0.5 0.5 1.3 0.095
H -3.5580 -0.6784 -2.7241 -0.7 -0.6 0.1 0.054
H -2.6456 0.7876 -2.9305 0.6 -1.2 0.1 0.084
H -1.9935 -1.7161 -1.7101 0.4 1.3 -0.2 0.053
C -3.6104 5.1342 -0.5735 -0.2 1.6 -1.1 -0.177
O -2.8295 4.0062 -0.5696 0.1 -1.4 1.2 -0.128
H -4.5463 5.0209 -1.1463 0.2 0.0 0.1 0.086
H -3.8607 5.3205 0.4455 -0.3 0.6 0.7 0.069
H -3.0374 5.9945 -1.0265 -0.7 -0.5 0.6 0.092
H -2.3431 3.9758 -1.3686 1.0 -0.5 -1.5 0.007
C -1.9916 4.4920 -4.0365 1.4 0.3 -0.4 -0.124
O -1.6747 3.3988 -3.1499 0.3 0.0 -0.6 -0.158
H -2.0046 5.4612 -3.5204 0.2 -0.3 0.3 0.073
H -1.2068 4.5470 -4.8196 -0.6 0.0 0.4 0.081
H -2.9538 4.4345 -4.5197 -0.4 -0.7 -0.1 0.073
H -0.9569 2.8651 -3.5765 -0.8 0.8 0.3 0.064
C 3.2342 0.7527 3.5298 0.8 2.0 -1.0 -0.075
C 3.1754 -0.4342 4.4798 0.0 2.4 0.6 -0.483
C 2.0561 -1.3815 4.1700 1.1 -1.6 -0.3 -0.228
O 0.8549 -0.7578 3.8978 -0.8 -0.4 -0.5 -0.197
C 0.2358 -0.0939 4.9446 0.4 1.4 -0.4 -0.104
N 4.4163 -1.1251 4.4067 1.3 -0.8 1.2 0.039
H 3.9696 1.5180 3.9192 -0.6 -0.8 -0.1 0.089
H 2.2978 1.3272 3.4523 0.1 -0.4 -0.2 0.056
H 3.6434 0.5423 2.4864 -0.9 -0.3 1.2 0.090
H 3.0232 0.0434 5.4956 0.2 -0.9 -0.7 0.154
H 2.0901 -2.1507 4.9725 -0.8 0.4 0.0 0.135
H 2.3006 -1.9858 3.2728 0.0 0.6 0.1 0.128
H 0.1968 -0.6484 5.8302 -0.1 -1.3 1.5 0.076
H -0.7658 0.1233 4.6314 -0.6 0.3 -0.2 0.071
H 0.7499 0.8390 5.2173 -0.1 0.1 -0.2 0.092
H 4.5944 -1.1967 3.4192 0.8 -0.2 -0.2 0.049
H 5.2097 -0.6989 4.9327 -1.1 -0.4 -0.9 0.102
C -5.9254 0.2999 0.9257 0.3 0.7 -0.3 -0.018
C -4.7698 1.1982 0.4751 -1.4 1.0 1.0 -0.490
C -3.4388 0.7641 0.9301 2.4 0.9 0.3 -0.220
O -3.1928 0.6952 2.3312 -0.5 0.0 0.1 -0.217
C -3.2468 1.9554 3.0354 0.5 -1.8 -0.1 -0.050
N -4.7220 1.3402 -0.9315 -0.3 -0.7 -2.0 0.066
H -5.5426 -0.6596 0.6958 -0.3 -1.6 -0.6 0.055
H -6.9079 0.4923 0.4357 0.9 0.0 0.4 0.099
H -5.9981 0.2877 2.0003 -0.3 0.3 0.5 0.071
H -4.8746 2.1976 0.8854 -0.5 0.4 0.0 0.129
H -2.7235 1.5204 0.5034 -0.4 -0.6 0.2 0.126
H -3.1628 -0.1835 0.4737 0.0 -0.4 0.2 0.116
H -2.4823 2.6163 2.6808 0.3 0.7 -0.7 0.067
H -2.8952 1.6654 4.0280 -0.7 0.3 0.2 0.088
H -4.2354 2.3978 2.9787 -0.1 0.1 0.3 0.090
H -4.0861 2.0765 -1.2103 0.1 0.0 0.0 0.056
H -4.4174 0.4577 -1.3741 -0.3 0.8 0.3 0.061
C -1.2760 5.7089 3.9685 -0.9 -1.2 1.5 -0.072
C 0.1279 5.1372 3.7220 -1.5 -0.5 -1.5 -0.447
C 0.2610 5.0762 2.1477 0.2 -0.2 0.7 -0.236
O 0.1152 6.3890 1.6602 0.0 -0.3 -0.8 -0.207
C 0.3452 6.4686 0.2341 -1.9 0.6 1.6 -0.058
N 1.0783 5.9176 4.4443 0.7 2.5 -0.7 0.017
H -1.4958 5.8998 5.0512 0.6 0.1 -0.8 0.091
H -2.0408 4.9608 3.7143 0.2 0.1 -0.2 0.062
H -1.5095 6.5826 3.3790 0.3 0.3 -0.1 0.068
H 0.2105 4.0938 4.0758 -0.2 0.3 -0.1 0.131
H -0.4533 4.3542 1.6820 -0.1 0.7 0.5 0.105
H 1.2307 4.6481 1.8493 0.3 0.3 0.2 0.100
H -0.4953 5.9864 -0.3142 0.7 0.0 0.2 0.089
H 1.2966 6.0307 0.0653 0.9 -0.3 -0.8 0.061
H 0.2917 7.5418 0.0468 0.4 -0.1 -0.4 0.092
H 2.0249 5.6986 4.1070 -0.4 0.3 0.3 0.076
H 0.8818 6.9594 4.2181 0.7 -2.3 0.5 0.120
C 1.5914 -7.3995 -1.6618 0.4 0.3 0.2 -0.066
C 0.4485 -6.9916 -2.5505 -0.7 1.7 1.0 -0.483
C 0.7847 -5.6369 -3.1725 2.2 0.3 1.2 -0.261
O -0.0982 -5.1722 -4.1265 -0.2 0.5 -0.2 -0.171
C 0.0733 -3.7829 -4.3606 -1.8 0.5 -0.5 -0.099
N 0.1243 -8.0437 -3.4340 -0.7 -0.7 -0.4 0.050
H 2.5857 -7.2356 -2.0729 0.0 0.0 -0.6 0.080
H 1.4733 -8.4499 -1.5018 0.1 -0.7 0.6 0.073
H 1.6377 -6.8357 -0.7427 -0.3 0.0 0.5 0.066
H -0.4519 -6.8182 -1.9183 0.4 -0.2 -0.2 0.137
H 1.7966 -5.7363 -3.6042 0.0 -0.1 -0.4 0.125
H 1.0095 -4.8960 -2.3296 -0.8 -0.6 -0.8 0.126
H -0.2343 -3.2287 -3.4469 0.1 -0.1 -0.6 0.077
H -0.6154 -3.5454 -5.2214 0.6 -0.1 1.0 0.105
H 1.0598 -3.4218 -4.6482 0.4 -0.6 0.1 0.078
H 0.9265 -8.3840 -3.9307 0.1 0.0 -0.5 0.078
H -0.6299 -7.7591 -4.0406 0.2 -0.2 -0.4 0.079
```
Forces are in eV/Å.

The value obtained for the HOMO energy is -8.962 eV. As for the multiplicity: 1.

[2]
ORCA calculation (ωB97M-V/def2-TZVPD) on a single C5H11NO2 molecule.

```
19
Properties=species:S:1:pos:R:3:forces:R:3:lowdin_charge:R:1
C -1.8489 1.3209 0.7728 0.1 0.0 -0.1 -0.111
C -0.9438 1.4270 -0.4115 0.0 0.0 0.1 -0.109
C -0.2309 0.4219 -0.9208 -0.2 0.4 -0.5 -0.384
O 0.5190 0.5344 -2.0612 0.2 -0.3 0.1 0.059
N -0.2666 -0.8742 -0.3709 -0.3 -0.2 -0.3 -0.133
O 0.1243 -1.8765 -1.3115 0.2 0.2 0.2 -0.010
C 0.4981 -1.0731 0.8507 0.4 -0.2 -0.1 -0.210
C 1.9939 -0.8147 0.6911 -0.3 -0.1 -0.1 -0.071
H -2.7496 1.9082 0.6022 -0.1 0.0 0.1 0.068
H -2.1290 0.2849 0.9425 -0.1 -0.1 0.1 0.069
H -1.3706 1.7070 1.6749 0.0 0.0 0.1 0.071
H -0.8609 2.4030 -0.8700 0.2 0.1 -0.1 0.100
H 0.4389 1.4259 -2.4153 -0.1 0.0 0.1 0.108
H -0.6475 -2.0181 -1.8739 -0.1 0.1 0.2 0.107
H 0.3246 -2.1095 1.1490 -0.1 0.1 0.1 0.121
H 0.0727 -0.4092 1.6039 0.0 -0.1 0.0 0.108
H 2.3877 -1.4341 -0.1105 0.1 0.0 0.0 0.073
H 2.1736 0.2296 0.4444 0.1 0.1 0.0 0.073
H 2.5152 -1.0534 1.6143 0.1 0.0 0.1 0.071
```
Forces are in eV/Å.

Its structure (SMILES) is C/C=C(/O)N(O)CC. The value obtained for the HOMO energy is -8.023 eV. As for the multiplicity: 1.

[3]
ORCA calculation (ωB97M-V/def2-TZVPD) on a single C17H16N2O4S molecule.

```
40
Properties=species:S:1:pos:R:3:forces:R:3:lowdin_charge:R:1
C -2.4839 3.9427 -2.5189 0.2 -0.3 0.1 -0.060
C -1.4312 2.8449 -2.5615 0.1 0.5 0.0 -0.222
O -1.9521 1.5958 -2.0971 -0.2 -0.1 -0.3 -0.019
C -2.0097 1.4255 -0.7792 -0.3 0.0 0.2 -0.609
O -1.6969 2.2455 0.0404 -0.1 0.2 -0.1 0.092
C -2.6219 0.0717 -0.4583 0.5 -0.1 0.2 -0.329
S -1.9104 -0.5801 1.0718 -0.5 -0.1 0.1 1.081
C -0.2235 -0.3571 0.6610 -0.3 0.1 -0.8 -0.538
N 0.0357 0.0282 -0.5376 -0.2 -0.3 0.1 0.108
C 1.3391 0.2477 -0.8842 0.6 -0.1 0.3 -0.190
C 1.6427 0.6679 -2.1835 0.1 0.0 0.0 -0.006
C 2.9514 0.9018 -2.5370 -0.1 0.0 0.0 -0.069
C 3.9832 0.7212 -1.6158 0.1 0.0 0.1 -0.077
C 3.7005 0.3002 -0.3366 0.0 0.0 0.0 -0.007
C 2.3784 0.0585 0.0429 -0.1 0.1 -0.5 -0.063
C 2.0678 -0.3967 1.3912 0.0 0.0 0.1 -0.353
O 2.8798 -0.6066 2.2674 0.2 0.0 0.0 0.084
N 0.6980 -0.5888 1.6328 0.3 0.1 0.1 0.024
C 0.2957 -1.0624 2.9458 -0.1 -0.1 0.5 -0.081
C -0.2370 -2.4563 2.8797 0.7 -0.4 -0.5 -0.306
C 0.2285 -3.5687 2.2409 -0.1 0.6 0.3 -0.013
C -0.7019 -4.5991 2.5201 -0.4 0.1 0.3 -0.055
C -1.6570 -4.0345 3.3059 0.1 -0.8 -0.3 -0.119
O -1.3856 -2.7381 3.5260 -0.1 0.5 0.3 0.027
H -3.3591 3.6483 -3.0933 -0.1 0.0 -0.1 0.079
H -2.0733 4.8558 -2.9401 0.0 0.1 -0.1 0.078
H -2.7813 4.1326 -1.4908 0.0 0.1 0.0 0.075
H -0.5702 3.1181 -1.9431 -0.1 -0.1 -0.1 0.123
H -1.1088 2.6506 -3.5865 0.0 0.0 0.1 0.121
H -3.6899 0.1834 -0.2683 0.0 0.0 0.0 0.094
H -2.4514 -0.6251 -1.2764 -0.1 0.1 0.0 0.092
H 0.8337 0.7974 -2.8846 -0.1 0.0 -0.1 0.108
H 3.1846 1.2284 -3.5400 0.0 0.0 -0.1 0.105
H 5.0040 0.9107 -1.9108 0.1 0.0 0.0 0.102
H 4.4781 0.1476 0.3965 0.1 0.0 0.0 0.119
H 1.1977 -1.0151 3.5673 -0.3 0.1 -0.1 0.136
H -0.4746 -0.4047 3.3596 0.1 0.0 0.0 0.129
H 1.1212 -3.6436 1.6539 0.2 0.1 -0.1 0.116
H -0.6576 -5.6138 2.1823 -0.1 -0.2 0.0 0.101
H -2.5427 -4.4338 3.7580 -0.1 0.0 0.1 0.119
```
Forces are in eV/Å.

Its structure (SMILES) is CCOC(=O)CSc1nc2ccccc2c(=O)n1Cc1ccco1. The value obtained for the HOMO energy is -8.370 eV. As for the multiplicity: 1.

[4]
ORCA calculation (ωB97M-V/def2-TZVPD) on a single C12H18FNO2 molecule.

```
34
Properties=species:S:1:pos:R:3:forces:R:3:lowdin_charge:R:1
O 1.2925 -0.4453 2.2495 0.4 0.4 0.0 -0.084
C 0.4066 -1.5339 2.3807 0.0 -0.5 0.2 -0.250
C 1.0318 -2.9052 2.0384 -0.4 0.3 0.0 -0.211
N 1.0283 -3.3325 0.6587 -0.2 -0.1 -0.1 -0.080
C 1.9327 -2.6829 -0.2680 0.0 0.2 -0.2 -0.229
C 1.5161 -1.2996 -0.7909 -0.2 -0.3 0.0 -0.187
C 0.2711 -1.3567 -1.6749 0.1 0.5 0.1 -0.171
C -0.2854 0.0395 -1.9363 0.0 -0.3 -0.3 -0.209
O -0.7681 0.5336 -0.7026 0.0 -0.2 0.2 -0.054
C -1.1788 1.8224 -0.6154 -0.1 0.3 0.1 -0.269
C -1.3149 2.6909 -1.6943 0.1 -0.4 0.0 -0.016
C -1.7589 3.9873 -1.4908 -0.1 0.3 0.3 -0.010
C -2.0638 4.4050 -0.2119 0.0 -0.1 -0.1 -0.287
F -2.4990 5.6719 -0.0168 0.0 -0.1 0.0 0.044
C -1.9338 3.5600 0.8774 0.0 0.2 -0.2 -0.006
C -1.4904 2.2718 0.6708 0.1 -0.2 -0.2 0.006
H 2.0607 -0.5992 2.8103 -0.1 0.0 0.0 0.090
H -0.4240 -1.3169 1.7045 0.0 -0.1 0.0 0.113
H 0.0168 -1.5715 3.4087 0.0 0.0 -0.1 0.111
H 0.4827 -3.6694 2.5985 0.1 0.1 0.1 0.111
H 2.0706 -2.9175 2.3864 0.0 0.0 0.1 0.117
H 0.0831 -3.3313 0.2931 0.1 -0.1 0.1 0.097
H 2.0485 -3.3631 -1.1200 0.2 0.1 0.0 0.111
H 2.9034 -2.6005 0.2280 0.0 -0.1 -0.1 0.114
H 2.3465 -0.8846 -1.3666 0.0 0.1 0.0 0.116
H 1.3260 -0.6338 0.0498 0.1 0.0 -0.1 0.086
H 0.5016 -1.8358 -2.6284 -0.1 0.0 0.0 0.118
H -0.5134 -1.9364 -1.1844 -0.1 0.0 -0.1 0.108
H 0.5052 0.6949 -2.3254 -0.1 0.0 0.0 0.132
H -1.1019 -0.0065 -2.6714 0.1 0.1 0.1 0.129
H -1.0832 2.3716 -2.6978 0.0 -0.1 -0.1 0.105
H -1.8690 4.6688 -2.3195 0.0 0.1 -0.1 0.118
H -2.1750 3.9167 1.8660 0.0 0.1 0.1 0.118
H -1.3650 1.5882 1.4948 0.0 -0.1 0.1 0.117
```
Forces are in eV/Å.

Its structure (SMILES) is OCCNCCCCOc1ccc(F)cc1. The value obtained for the HOMO energy is -8.373 eV. As for the multiplicity: 1.

[5]
ORCA calculation (ωB97M-V/def2-TZVPD) on a single C3H3NO3 molecule at a distorted geometry.

```
10
Properties=species:S:1:pos:R:3:forces:R:3:lowdin_charge:R:1
O -0.2563 -2.1560 -0.0286 -0.2 -2.3 -1.3 0.122
C -0.3737 -1.0583 0.3722 0.6 -1.0 3.3 -0.344
C -0.6425 0.1195 -0.3872 -1.1 2.5 -1.0 -0.173
O -1.8343 0.8164 0.3180 3.5 -3.3 0.5 0.003
C 0.9303 0.4316 -0.5069 -1.0 1.3 1.1 0.117
N 2.0250 0.4521 -0.0630 -0.9 0.3 -0.9 -0.119
O 3.1955 0.5266 0.2023 -0.8 -0.2 0.0 0.055
H -0.0742 -0.8474 1.4385 -0.6 0.2 -0.4 0.159
H -1.1030 0.0376 -1.3619 0.8 -0.6 -0.4 0.144
H -1.8668 1.6780 0.0165 -0.1 3.0 -1.0 0.035
```
Forces are in eV/Å.

Its structure (SMILES) is O=C[C@@H](O)C#[N+][O-]. The value obtained for the HOMO energy is -10.331 eV. As for the multiplicity: 1.

[6]
ORCA calculation (ωB97M-V/def2-TZVPD) on a molecular structure, C2H13O7Zn at a distorted geometry.

```
23
Properties=species:S:1:pos:R:3:forces:R:3:lowdin_charge:R:1
Zn 22.0688 7.1721 3.9687 0.1 -2.5 2.3 1.138
C 22.2943 5.2879 7.6614 1.2 -1.6 -0.1 0.046
C 22.4345 5.8975 6.3006 -2.1 -0.2 1.3 -0.718
O 22.9864 6.9636 6.0858 2.4 4.5 -0.7 -0.021
O 21.7859 5.4417 5.3542 -1.9 -1.5 -2.4 -0.056
H 22.7637 4.3176 7.4997 -0.1 -0.5 0.1 0.098
H 21.2595 5.0358 7.8933 0.0 0.5 -0.1 0.106
H 22.8888 5.6477 8.5012 -0.4 0.9 -0.3 0.104
O 20.6985 6.0344 2.7353 0.2 0.6 0.2 -0.011
H 20.9200 5.8069 1.8323 0.2 0.1 -0.5 0.090
H 19.7571 5.8735 2.7994 -0.6 0.0 0.4 0.105
O 22.9274 8.8745 8.5192 0.1 0.1 0.1 -0.042
H 22.9191 8.4131 7.6807 0.1 -0.3 -0.3 -0.020
H 22.0247 8.8189 8.8327 -0.2 0.1 0.2 0.034
O 20.0827 3.1277 5.7267 -0.5 -0.3 -0.1 -0.049
H 20.3240 3.9350 5.2726 0.3 0.2 0.1 -0.015
H 20.8345 2.9332 6.2862 0.2 -0.1 0.1 0.023
O 23.2880 6.0276 2.9057 0.6 0.3 -0.6 -0.006
H 24.0957 6.1703 2.4123 0.5 0.4 -0.1 0.115
H 23.0876 5.1007 2.7751 -0.4 -0.6 0.4 0.106
O 25.9529 7.2147 6.9895 0.2 -0.3 -0.1 -0.043
H 26.1384 8.1229 6.7508 0.1 0.3 0.1 0.036
H 25.0834 7.0442 6.6273 -0.4 0.0 0.0 -0.021
```
Forces are in eV/Å.

As for the total charge: +1. The value obtained for the HOMO energy is -13.604 eV. As for the multiplicity: 1.

Energy above the lowest of the compared OMol25 structures with the same formula, charge and spin in eV, matching the order above: 1.823, 3.088, 0.123, 0.116, 5.903, 3.478